No. 1
The following is a DFT calculation (ωB97M-V/def2-TZVPD) of a single C2H4N4S molecule.

Last column: Mulliken charge in e.
Element x y z (Å)
C 1.06422 -1.22854 -0.40871  -0.36
C 0.23641 -0.66669 0.63952  0.39
N 1.14253 -0.48875 -1.45475  -0.25
N 0.36358 0.51573 -1.50685  -0.28
N -0.16353 0.57887 0.34104  0.06
N -1.36221 1.05882 0.60404  -0.39
S -0.16159 -1.45319 2.04195  -0.35
H 1.55309 -2.17944 -0.32492  0.44
H 0.76180 1.39459 -1.82505  0.25
H -1.40509 2.03651 0.84714  0.23
H -2.02922 0.43209 1.04658  0.25

Values from the calculation:
LUMO (alpha / beta), eV: -0.0735 / -0.0748
HOMO energy (alpha / beta), hartree: -0.298 / -0.298
Frontier orbital gap (alpha / beta), hartree: 0.2953 / 0.2952
F_max, hartree/bohr: 0.059
2S+1: 1
Energy above the lowest of the compared OMol25 structures with the same formula, charge and spin, kJ/mol: 364.8

=====

No. 2
The following is a DFT calculation (ωB97M-V/def2-TZVPD) of a single C2H4N4S molecule.

Last column: Mulliken charge in e.
Element x y z (Å)
C -0.78582 -0.56782 0.16536  -0.32
C -0.70321 0.45715 -0.95296  -0.28
N 0.16527 -0.47476 1.26751  -0.36
N 0.63564 0.93261 -1.16537  -0.02
N 1.35368 -0.12601 1.17144  0.15
N 1.59901 0.82902 -0.53548  -0.01
S 2.45853 -0.34596 2.34455  -0.29
H -1.76932 -0.54108 0.64042  0.29
H -0.64921 -1.57200 -0.25605  0.29
H -1.01453 0.05019 -1.91953  0.25
H -1.29004 1.35864 -0.75990  0.29

Values from the calculation:
LUMO (alpha / beta), eV: -0.3054 / -0.3061
HOMO energy (alpha / beta), hartree: -0.287 / -0.287
Frontier orbital gap (alpha / beta), hartree: 0.2754 / 0.2754
F_max, hartree/bohr: 0.049
2S+1: 1
Energy above the lowest of the compared OMol25 structures with the same formula, charge and spin, kJ/mol: 473.4

=====

No. 3
The following is a DFT calculation (ωB97M-V/def2-TZVPD) of a molecular structure, C2H4N4S.

Last column: Mulliken charge in e.
Element x y z (Å)
C 1.38772 -0.16204 -0.10472  0.44
C -0.61918 0.05938 -0.00968  0.48
H 3.44219 -0.15857 -0.02216  0.26
H 2.49368 -1.51522 0.83382  0.29
H -0.40611 2.18456 0.35541  0.27
H -1.88970 -1.79399 0.57928  0.19
N 2.63216 -0.76205 -0.06008  -0.51
N 1.22869 1.16767 0.06912  -0.76
N -0.03978 1.29953 -0.01444  0.22
N 0.28082 -0.85111 -0.09818  -0.53
S -2.31028 -0.25495 -0.02092  -0.35

Values from the calculation:
LUMO, eV: -0.1531
HOMO energy, hartree: -0.302
Frontier orbital gap, hartree: 0.2959
F_max, hartree/bohr: 0.092
2S+1: 1
Energy above the lowest of the compared OMol25 structures with the same formula, charge and spin, kJ/mol: 210.8

=====

No. 4
The following is a DFT calculation (ωB97M-V/def2-TZVPD) of a single C2H4N4S molecule.

Last column: Mulliken charge in e.
Element x y z (Å)
N -0.18373 1.65006 0.00055  -0.73
N 0.18275 0.31724 0.00205  0.86
N 1.47325 -0.09481 -0.00116  -0.84
C 1.32633 -1.41144 -0.00199  -0.05
N 0.03847 -1.85726 0.00381  -0.58
C -0.65841 -0.74491 0.00352  0.49
S -2.39880 -0.64419 0.00075  -0.25
H 0.23441 2.06148 -0.81094  0.25
H 0.22468 2.08859 0.82214  0.26
H 2.17647 -2.06701 0.00173  0.44
H -2.41542 0.70225 -0.02045  0.16

Values from the calculation:
LUMO, eV: 0.7070
HOMO energy, hartree: -0.333
Frontier orbital gap, hartree: 0.3585
F_max, hartree/bohr: 0.016
2S+1: 1
Energy above the lowest of the compared OMol25 structures with the same formula, charge and spin, kJ/mol: 106.1

=====

No. 5
The following is a DFT calculation (ωB97M-V/def2-TZVPD) of a single C2H4N4S molecule.

Last column: Mulliken charge in e.
Element x y z (Å)
H -1.62580 -0.01657 3.10652  0.27
N -1.03263 0.53991 2.53338  -0.64
C -0.74259 0.12215 1.39632  0.44
N -1.21671 -1.04130 0.70155  -0.52
C -0.33473 -1.20349 -0.27784  0.02
N 0.56437 -0.19095 -0.38951  0.00
S 0.99119 0.41896 -1.97753  -0.12
N 0.14210 0.78882 0.54423  -0.30
H -0.28044 -2.04413 -0.94372  0.38
H 2.28758 0.05640 -1.95542  0.16
H 1.02364 1.11369 0.99458  0.30

Values from the calculation:
LUMO, eV: 0.2462
HOMO energy, hartree: -0.325
Frontier orbital gap, hartree: 0.3336
F_max, hartree/bohr: 0.060
2S+1: 1
Energy above the lowest of the compared OMol25 structures with the same formula, charge and spin, kJ/mol: 180.8

=====

No. 6
The following is a DFT calculation (ωB97M-V/def2-TZVPD) of 2 unconnected molecules or ions with the total composition C2H4NO2.

Last column: Mulliken charge in e.
Element x y z (Å)
C -0.08426 -0.67888 -1.04116  -0.49
C -0.22541 0.78249 -1.05591  -0.59
N 0.22391 0.30044 2.17679  -0.04
O 1.18200 0.69296 2.82410  -0.31
O -0.90513 -0.18143 -1.95457  -0.30
H 0.83034 -1.02989 -1.59300  0.10
H -0.42140 -1.24600 -0.20502  0.33
H -0.96281 1.16105 -0.31711  -0.03
H 0.36277 0.19927 1.16589  0.33

Values from the calculation:
Net charge: -1
LUMO, eV: 3.2963
HOMO energy, hartree: -0.056
Frontier orbital gap, hartree: 0.1770
F_max, hartree/bohr: 0.074
2S+1: 1
Energy above the lowest of the compared OMol25 structures with the same formula, charge and spin, kJ/mol: 747.0